{"formula": "C48H49N10O3SSbSr", "method": "ωB97M-V/def2-TZVPD", "elements": ["Sr", "C", "C", "N", "N", "C", "N", "S", "C", "C", "C", "C", "C", "N", "H", "H", "H", "H", "H", "H", "H", "H", "H", "C", "C", "C", "C", "C", "C", "N", "Sb", "C", "C", "C", "C", "C", "C", "N", "C", "C", "C", "C", "C", "C", "N", "H", "H", "H", "H", "H", "H", "H", "H", "H", "H", "H", "H", "H", "H", "H", "H", "H", "H", "C", "O", "C", "C", "C", "C", "C", "C", "N", "C", "N", "C", "C", "C", "C", "C", "C", "O", "C", "N", "C", "C", "C", "C", "C", "C", "O", "C", "H", "H", "H", "H", "H", "H", "H", "H", "H", "H", "H", "H", "H", "H", "H", "H", "H", "H", "H", "H", "H", "H"], "positions_angstrom": [[-0.310, -0.247, 0.644], [2.841, -2.404, -2.044], [2.062, -1.302, -1.394], [0.823, -1.055, -1.621], [0.222, -1.715, -2.664], [-1.067, -1.623, -2.720], [-1.672, -2.029, -3.869], [-2.207, -1.206, -1.415], [2.788, -0.310, -0.551], [4.139, -0.468, -0.265], [4.827, 0.573, 0.338], [4.155, 1.745, 0.623], [2.795, 1.798, 0.351], [2.124, 0.803, -0.207], [2.184, -2.989, -2.678], [3.277, -3.050, -1.279], [3.658, -2.005, -2.650], [-1.091, -2.439, -4.582], [-2.648, -2.262, -3.833], [4.646, -1.389, -0.512], [5.878, 0.466, 0.572], [4.655, 2.592, 1.074], [2.216, 2.682, 0.601], [0.045, 3.026, 3.307], [-0.255, 3.315, 1.865], [0.065, 4.538, 1.287], [-0.288, 4.772, -0.032], [-0.982, 3.798, -0.730], [-1.292, 2.606, -0.084], [-0.895, 2.367, 1.172], [-2.794, 1.296, -1.040], [-1.621, 1.542, -2.910], [-2.268, 1.697, -4.131], [-1.508, 1.764, -5.290], [-0.132, 1.652, -5.193], [0.445, 1.487, -3.935], [1.925, 1.300, -3.771], [-0.290, 1.452, -2.823], [-3.103, 0.265, 1.134], [-4.469, 0.377, 1.368], [-5.020, -0.080, 2.561], [-4.198, -0.642, 3.515], [-2.836, -0.742, 3.241], [-1.877, -1.356, 4.223], [-2.328, -0.309, 2.093], [-0.694, 3.524, 3.939], [1.031, 3.390, 3.597], [-0.013, 1.957, 3.506], [0.583, 5.288, 1.872], [-0.035, 5.712, -0.509], [-1.275, 3.959, -1.759], [-3.350, 1.763, -4.175], [-1.980, 1.895, -6.256], [0.494, 1.690, -6.075], [2.483, 1.742, -4.597], [2.153, 0.231, -3.738], [2.253, 1.734, -2.828], [-5.121, 0.820, 0.623], [-6.087, 0.004, 2.737], [-4.589, -1.011, 4.456], [-2.249, -2.320, 4.575], [-1.754, -0.710, 5.095], [-0.902, -1.496, 3.755], [-1.980, -8.089, 0.123], [-1.093, -7.225, 0.804], [-1.497, -6.747, 2.019], [-2.601, -7.199, 2.721], [-2.929, -6.623, 3.946], [-2.152, -5.603, 4.462], [-1.044, -5.149, 3.755], [-0.714, -5.705, 2.530], [0.390, -5.240, 1.780], [0.514, -3.800, 1.740], [1.647, -3.423, 2.352], [2.154, -2.158, 2.769], [1.592, -0.932, 2.420], [2.252, 0.165, 3.009], [3.359, 0.077, 3.833], [3.903, -1.171, 4.128], [3.293, -2.287, 3.591], [3.734, -3.575, 3.814], [4.826, -3.750, 4.691], [-0.371, -3.031, 1.210], [-1.477, -3.660, 0.589], [-2.750, -3.535, 1.123], [-3.862, -4.051, 0.473], [-3.707, -4.700, -0.738], [-2.438, -4.857, -1.287], [-1.329, -4.357, -0.622], [-0.047, -4.510, -1.071], [0.115, -5.174, -2.307], [-1.522, -8.298, -0.841], [-2.950, -7.610, -0.029], [-2.113, -9.030, 0.664], [-3.220, -7.988, 2.319], [-3.796, -6.979, 4.486], [-2.399, -5.155, 5.416], [-0.436, -4.341, 4.144], [0.352, -5.599, 0.832], [2.157, -4.213, 2.715], [1.894, 1.172, 2.801], [3.815, 0.970, 4.249], [4.772, -1.256, 4.764], [4.606, -3.347, 5.683], [5.729, -3.270, 4.303], [4.992, -4.822, 4.764], [-2.860, -3.015, 2.066], [-4.843, -3.935, 0.914], [-4.566, -5.093, -1.266], [-2.324, -5.375, -2.231], [1.186, -5.230, -2.483], [-0.357, -4.612, -3.117], [-0.295, -6.188, -2.271]], "mulliken_charge": [0.77, -2.15, -0.55, 2.24, -1.13, 0.17, -0.23, -0.33, 0.92, -0.80, -0.89, -0.83, -0.55, 1.06, 0.37, 0.41, 0.43, 0.31, 0.29, 0.53, 0.42, 0.48, 0.15, -1.59, 0.54, -0.74, -0.68, -0.75, 0.53, 0.45, 0.83, -0.40, -1.05, -0.52, -0.83, 0.75, -1.07, 0.73, -0.14, -1.06, -0.74, -0.79, -0.06, -0.74, 1.26, 0.40, 0.40, 0.21, 0.49, 0.43, 0.43, 0.46, 0.42, 0.45, 0.55, 0.04, 0.00, 0.38, 0.39, 0.54, 0.25, 0.46, -0.30, -1.07, -0.39, 0.85, -0.51, -0.88, -0.72, -0.64, 0.69, -0.10, -1.81, 0.20, -2.03, 2.34, -1.78, -1.44, -0.49, 1.58, -0.38, -1.03, 2.06, -0.10, -0.21, -1.13, -1.40, -0.51, 0.91, -0.12, -1.18, 0.25, 0.42, 0.40, 0.40, 0.38, 0.44, 0.46, 0.32, 0.45, 0.25, 0.44, 0.41, 0.38, 0.36, 0.27, 0.47, 0.44, 0.43, 0.50, 0.19, 0.27, 0.36], "charge": 0, "gap_ev": 6.979, "total_energy_ev": -89823.387, "homo_energy_ev": -6.9}


{"formula": "C48H49N3O", "method": "ωB97M-V/def2-TZVPD", "elements": ["C", "C", "C", "C", "C", "C", "N", "C", "N", "C", "C", "C", "C", "C", "C", "C", "C", "C", "C", "C", "C", "C", "C", "H", "H", "H", "H", "H", "H", "H", "H", "H", "H", "H", "H", "H", "H", "H", "H", "H", "H", "H", "H", "H", "H", "H", "H", "H", "H", "C", "N", "C", "C", "C", "C", "C", "C", "C", "C", "C", "C", "C", "C", "C", "C", "C", "C", "O", "C", "C", "C", "C", "C", "C", "C", "C", "C", "C", "H", "H", "H", "H", "H", "H", "H", "H", "H", "H", "H", "H", "H", "H", "H", "H", "H", "H", "H", "H", "H", "H", "H"], "positions_angstrom": [[-8.721, 1.109, -1.727], [-7.262, 1.264, -2.040], [-6.694, 2.537, -1.960], [-5.327, 2.746, -2.134], [-4.826, 4.143, -1.935], [-4.513, 1.638, -2.484], [-3.157, 1.841, -2.885], [-2.030, 1.210, -2.466], [-0.952, 1.901, -2.926], [0.395, 1.620, -2.598], [0.792, 0.272, -2.431], [-0.184, -0.845, -2.562], [2.121, -0.026, -2.125], [3.042, 0.977, -1.817], [4.384, 0.618, -1.247], [2.649, 2.301, -2.041], [1.349, 2.646, -2.418], [1.044, 4.099, -2.590], [-1.363, 2.923, -3.902], [-2.856, 2.794, -3.978], [-5.078, 0.357, -2.637], [-4.287, -0.792, -3.176], [-6.445, 0.180, -2.384], [-9.044, 0.080, -1.911], [-8.918, 1.361, -0.675], [-9.318, 1.800, -2.339], [-7.341, 3.398, -1.763], [-3.755, 4.159, -1.731], [-5.055, 4.788, -2.802], [-5.347, 4.615, -1.084], [0.245, -1.757, -2.135], [-1.131, -0.604, -2.033], [-0.418, -1.072, -3.613], [2.428, -1.072, -2.050], [5.012, 1.507, -1.115], [4.279, 0.126, -0.268], [4.907, -0.095, -1.900], [3.374, 3.104, -1.894], [1.653, 4.707, -1.915], [1.261, 4.436, -3.617], [0.013, 4.333, -2.319], [-1.100, 3.918, -3.568], [-0.883, 2.735, -4.863], [-3.133, 2.387, -4.965], [-3.401, 3.723, -3.806], [-4.922, -1.687, -3.134], [-4.035, -0.656, -4.238], [-3.365, -0.995, -2.620], [-6.893, -0.812, -2.507], [2.984, 5.180, 3.850], [2.625, 3.804, 4.138], [2.899, 3.409, 5.503], [2.198, 2.910, 3.176], [2.988, 1.763, 2.876], [2.592, 0.904, 1.873], [1.244, 0.958, 1.368], [0.643, -0.200, 0.824], [1.033, -1.530, 1.210], [0.696, -2.626, 0.353], [0.904, -3.953, 0.655], [0.611, -5.061, -0.287], [0.712, -4.853, -1.685], [0.361, -5.861, -2.594], [-0.087, -7.107, -2.139], [-0.111, -7.363, -0.765], [0.276, -6.367, 0.135], [1.434, -4.257, 2.009], [1.350, -5.407, 2.485], [2.054, -3.146, 2.775], [2.917, -3.430, 3.927], [3.921, -2.514, 4.338], [4.800, -2.840, 5.376], [4.648, -4.038, 6.091], [3.636, -4.935, 5.725], [2.800, -4.627, 4.656], [1.761, -1.856, 2.403], [0.568, 2.218, 1.495], [1.044, 3.166, 2.380], [2.847, 5.431, 2.794], [2.373, 5.856, 4.458], [4.032, 5.375, 4.122], [2.524, 2.405, 5.711], [3.974, 3.451, 5.714], [2.378, 4.120, 6.154], [3.950, 1.631, 3.380], [3.274, 0.117, 1.533], [-0.207, -0.101, 0.151], [0.234, -2.368, -0.595], [1.142, -3.913, -2.047], [0.454, -5.674, -3.665], [-0.384, -7.881, -2.848], [-0.413, -8.342, -0.388], [0.360, -6.610, 1.189], [4.035, -1.561, 3.812], [5.615, -2.155, 5.623], [5.321, -4.281, 6.917], [3.501, -5.876, 6.259], [2.048, -5.339, 4.338], [2.089, -1.073, 3.087], [-0.366, 2.388, 0.943], [0.528, 4.121, 2.540]], "mulliken_charge": [-1.54, 0.70, -0.59, 1.04, -2.25, 0.11, 0.51, -0.67, 0.28, -0.78, 1.32, -0.92, -0.30, 0.44, -1.54, -0.94, 1.73, -2.03, -0.43, -0.73, 1.19, -1.15, -1.16, 0.36, 0.32, 0.34, 0.41, 0.33, 0.36, 0.51, -0.22, 0.05, 0.61, 0.38, 0.34, 0.23, 0.41, 0.37, 0.47, 0.36, 0.40, 0.20, 0.33, 0.17, 0.31, 0.41, 0.29, 0.12, 0.24, -1.07, 0.19, -1.11, -0.03, -0.47, -0.92, 0.78, -1.07, 0.25, -1.17, 0.05, 0.51, -0.11, -0.86, -0.32, -0.68, -0.45, 0.62, -0.79, 0.32, 0.40, -0.40, -0.71, -0.29, -0.72, -0.27, -0.98, -0.85, -0.48, 0.33, 0.34, 0.31, 0.32, 0.33, 0.35, 0.46, 0.95, 0.64, 0.55, 0.26, 0.39, 0.36, 0.38, 0.42, 0.26, 0.37, 0.36, 0.38, 0.44, 1.03, 0.53, 0.51], "charge": 0, "gap_ev": 5.991, "total_energy_ev": -57086.157, "homo_energy_ev": -7.1}